Record 1
{"formula": "C21H28N2O6S", "method": "wB97M-V/def2-TZVPD", "largest_force_ev_per_a": 1.09, "energy_ha": -1776.093104, "mol_weight_g_mol": 436.5, "smiles": "COc1ccc(OC)c(S(=O)(=O)N2CCN(C[C@H](O)COc3ccccc3)CC2)c1", "e_above_lowest_kj_mol": 311.8, "species": ["C", "O", "C", "C", "C", "C", "O", "C", "C", "S", "O", "O", "N", "C", "C", "N", "C", "C", "O", "C", "O", "C", "C", "C", "C", "C", "C", "C", "C", "C", "H", "H", "H", "H", "H", "H", "H", "H", "H", "H", "H", "H", "H", "H", "H", "H", "H", "H", "H", "H", "H", "H", "H", "H", "H", "H", "H", "H"], "coordinates": [[0.8390, 0.5047, -4.0537], [-0.2580, -0.2324, -3.5659], [-0.0442, -1.0988, -2.5405], [-1.1599, -1.7880, -2.0649], [-1.0545, -2.6890, -1.0251], [0.1757, -2.9226, -0.4053], [0.3657, -3.7449, 0.6518], [-0.7161, -4.5206, 1.1151], [1.2847, -2.2302, -0.8866], [2.9211, -2.4145, -0.1440], [3.8651, -1.9172, -1.1064], [3.0862, -3.7491, 0.3378], [3.0227, -1.3966, 1.1679], [2.0972, -1.5874, 2.2561], [0.8283, -0.7499, 2.0915], [1.1311, 0.6577, 1.8547], [-0.0788, 1.4068, 1.5662], [-1.0780, 1.4808, 2.7319], [-1.7964, 0.2851, 2.9159], [-2.0879, 2.6230, 2.4880], [-2.8975, 2.3169, 1.3686], [-2.4564, 2.6102, 0.1006], [-1.7225, 3.7412, -0.2372], [-1.3489, 3.9522, -1.5531], [-1.7020, 3.0512, -2.5414], [-2.4533, 1.9354, -2.2117], [-2.8296, 1.7152, -0.9015], [2.0438, 0.8123, 0.7286], [3.3148, -0.0068, 0.9327], [1.1865, -1.3422, -1.9397], [0.4439, 1.1137, -4.8649], [1.2570, 1.1566, -3.2801], [1.6244, -0.1508, -4.4407], [-2.1140, -1.6059, -2.5331], [-1.9408, -3.2038, -0.6910], [-1.1195, -5.1616, 0.3258], [-1.5134, -3.8912, 1.5247], [-0.3045, -5.1425, 1.9076], [1.8513, -2.6483, 2.2877], [2.6063, -1.3027, 3.1829], [0.2344, -0.8184, 3.0033], [0.2258, -1.1483, 1.2593], [-0.5946, 0.9819, 0.6828], [0.2295, 2.4263, 1.3193], [-0.5316, 1.6617, 3.6622], [-2.4857, 0.2625, 2.2373], [-1.5763, 3.5829, 2.3921], [-2.7800, 2.6710, 3.3334], [-1.4441, 4.4653, 0.5136], [-0.7771, 4.8338, -1.8031], [-1.3997, 3.2195, -3.5634], [-2.7333, 1.2277, -2.9764], [-3.4151, 0.8497, -0.6303], [2.3059, 1.8711, 0.6489], [1.5584, 0.5043, -0.2152], [3.9540, 0.0451, 0.0517], [3.8601, 0.3736, 1.8023], [2.1011, -0.8755, -2.2673]], "mulliken_charge": [-0.836, -0.472, 0.388, -0.720, -0.554, 0.025, -0.302, -1.010, 0.299, 1.320, -0.757, -0.679, 0.171, -1.462, -0.037, -0.127, -0.525, -0.215, -0.599, -0.809, -0.516, 0.350, -0.226, -0.659, -0.599, -0.447, -0.087, 0.055, -1.385, -0.538, 0.251, 0.299, 0.370, 0.496, 0.451, 0.366, 0.373, 0.249, 0.455, 0.471, 0.587, 0.061, 0.262, 0.510, 0.473, 0.422, 0.353, 0.347, 0.389, 0.407, 0.460, 0.329, 0.412, 0.668, -0.147, 0.506, 0.389, 0.739]}

=====

Record 2
{"formula": "C3H9O2S", "method": "wB97M-V/def2-TZVPD", "charge": -1, "largest_force_ev_per_a": 2.94, "energy_ha": -668.364939, "mol_weight_g_mol": 109.2, "e_above_lowest_kj_mol": 75.8, "species": ["C", "O", "C", "C", "S", "H", "H", "H", "H", "H", "H", "H", "H", "H", "O"], "coordinates": [[-0.0112, 0.0547, 0.7475], [-1.1687, -0.8294, 0.5868], [1.1474, -0.4896, -0.0626], [1.6528, -0.0100, -1.4473], [0.6352, 1.0956, -2.5466], [0.4036, 0.0068, 1.7429], [-0.3168, 1.0251, 0.3184], [2.0936, -0.4327, 0.5500], [1.1777, -1.5978, -0.0809], [1.9149, -0.8571, -2.0739], [2.5562, 0.5542, -1.2270], [-1.5839, -0.5642, -0.2394], [-2.7172, 1.4823, 1.2800], [-2.5915, -0.1021, 1.1204], [-3.1920, 0.6643, 1.3316]], "mulliken_charge": [-0.277, -0.696, -0.624, -0.710, -0.679, 0.291, 0.253, 0.279, 0.293, 0.232, 0.199, 0.391, 0.286, 0.463, -0.700]}

=====

Record 3
{"formula": "C22H34F10I2N4O10P", "method": "wB97M-V/def2-TZVPD", "charge": 1, "largest_force_ev_per_a": 0.95, "energy_ha": -3765.325962, "mol_weight_g_mol": 989.3, "species": ["C", "C", "C", "I", "N", "C", "C", "C", "O", "C", "C", "N", "C", "C", "P", "O", "O", "O", "N", "F", "N", "I", "H", "H", "H", "H", "H", "H", "H", "H", "H", "H", "H", "H", "H", "H", "H", "H", "H", "H", "H", "C", "C", "O", "C", "O", "C", "F", "F", "F", "H", "H", "H", "H", "H", "C", "C", "O", "C", "O", "C", "F", "F", "F", "H", "H", "H", "H", "H", "C", "C", "O", "C", "O", "C", "F", "F", "F", "H", "H", "H", "H", "H"], "coordinates": [[-3.1134, -1.1993, 3.1850], [-2.5061, 0.1925, 2.9816], [-1.4457, 0.1861, 1.8865], [0.2839, -0.9064, 2.6300], [-0.9888, 1.4939, 1.4765], [-1.0874, 2.6309, 2.4058], [-2.3876, 3.4309, 2.2833], [-2.7775, 4.0982, 3.5857], [-3.4907, 3.1654, 4.3639], [-3.8940, 3.7045, 5.6109], [-0.4192, 1.7400, 0.3013], [0.0078, 2.9654, -0.0532], [0.5116, 2.8705, -1.2621], [1.1428, 3.9572, -2.0416], [2.6708, 4.4249, -1.1549], [3.1758, 3.3289, -0.3131], [2.3144, 5.7377, -0.3457], [3.6076, 4.8429, -2.3565], [0.3874, 1.6337, -1.6726], [0.7619, 1.1074, -2.8303], [-0.1967, 0.8426, -0.7128], [-0.4555, -1.1435, -1.1418], [-2.4403, -2.0162, 2.9335], [-3.3848, -1.3082, 4.2338], [-4.0299, -1.3185, 2.6083], [-2.0785, 0.5479, 3.9159], [-3.3148, 0.8717, 2.7112], [-1.8777, -0.3558, 1.0489], [-0.9163, 2.2628, 3.4164], [-0.2581, 3.3029, 2.2023], [-2.2288, 4.2116, 1.5343], [-3.2106, 2.8241, 1.9106], [-3.4179, 4.9625, 3.3701], [-1.8941, 4.4645, 4.1249], [-4.5313, 4.5804, 5.4613], [-3.0220, 4.0046, 6.2004], [-4.4412, 2.9268, 6.1339], [1.4039, 3.6428, -3.0488], [0.4592, 4.8067, -2.0706], [2.5340, 5.5791, 0.5857], [4.5399, 4.7077, -2.1281], [-6.1827, -5.3961, -1.4726], [-6.7605, -4.7965, -0.2110], [-6.0218, -5.2234, 0.9569], [-4.9087, -4.5723, 1.2252], [-4.4377, -3.6551, 0.6153], [-4.2941, -5.1504, 2.5199], [-4.3174, -6.4835, 2.5058], [-4.9977, -4.7236, 3.5761], [-3.0315, -4.7557, 2.6700], [-6.1482, -6.4826, -1.3969], [-6.8022, -5.1254, -2.3265], [-5.1706, -5.0349, -1.6519], [-7.7743, -5.1478, -0.0379], [-6.7759, -3.7083, -0.2471], [4.6851, 2.3475, -4.6713], [3.6579, 3.0517, -5.5303], [4.1338, 3.2384, -6.8737], [4.0130, 2.1856, -7.6735], [3.5487, 1.1224, -7.3916], [4.5277, 2.5404, -9.0858], [5.6900, 3.1937, -9.0216], [3.6315, 3.3252, -9.6971], [4.6922, 1.4379, -9.8031], [5.6293, 2.8928, -4.6816], [4.3300, 2.2809, -3.6417], [4.8795, 1.3386, -5.0321], [3.4612, 4.0557, -5.1584], [2.7148, 2.5043, -5.5576], [3.5865, -6.0319, 0.4843], [4.7987, -5.1592, 0.7172], [4.4465, -3.9514, 1.4328], [4.3334, -4.0748, 2.7455], [4.4821, -5.0589, 3.4019], [4.0111, -2.7008, 3.3705], [3.0456, -2.0613, 2.6771], [5.0987, -1.9261, 3.3631], [3.5909, -2.8409, 4.6193], [2.8086, -5.4735, -0.0378], [3.8629, -6.8942, -0.1210], [3.1743, -6.3911, 1.4262], [5.2209, -4.8103, -0.2220], [5.5760, -5.6871, 1.2668]], "mulliken_charge": [-1.305, -0.425, -1.401, 0.221, 0.517, -1.224, -0.537, -0.804, -0.201, -0.800, 0.545, -0.292, 0.434, -0.827, 0.942, -0.630, -0.508, -0.498, 0.775, -0.225, -0.641, 0.426, 0.268, 0.406, 0.337, 0.468, 0.140, 0.841, 0.447, 0.560, 0.378, 0.353, 0.451, 0.429, 0.306, 0.329, 0.239, 0.385, 0.370, 0.367, 0.342, -1.087, -0.220, -0.310, 0.330, -0.524, 0.950, -0.250, -0.263, -0.231, 0.310, 0.374, 0.302, 0.326, 0.307, -1.097, -0.135, -0.331, 0.315, -0.508, 0.897, -0.241, -0.248, -0.230, 0.299, 0.274, 0.389, 0.288, 0.318, -1.084, -0.221, -0.321, 0.323, -0.493, 0.889, -0.197, -0.243, -0.239, 0.276, 0.376, 0.323, 0.315, 0.336]}

=====

Record 4
{"formula": "C15H16N4OS2", "method": "wB97M-V/def2-TZVPD", "largest_force_ev_per_a": 5.06, "energy_ha": -1671.746360, "mol_weight_g_mol": 332.5, "smiles": "CC(C)(C)c1cc2ncnc(NNC(=O)c3cccs3)c2s1", "e_above_lowest_kj_mol": 226.8, "species": ["C", "C", "C", "C", "C", "C", "C", "N", "C", "N", "C", "N", "N", "C", "O", "C", "C", "C", "C", "S", "C", "S", "H", "H", "H", "H", "H", "H", "H", "H", "H", "H", "H", "H", "H", "H", "H", "H"], "coordinates": [[-0.8644, 2.9482, 3.2457], [-2.1549, 2.0245, 2.9826], [-2.4549, 1.1109, 4.2160], [-3.4181, 2.7573, 2.5603], [-1.8257, 1.1427, 1.7905], [-2.1751, -0.1392, 1.5930], [-1.7717, -0.7458, 0.4046], [-1.8342, -2.0126, 0.1040], [-1.3321, -2.4598, -1.0260], [-0.6599, -1.6474, -1.7865], [-0.6128, -0.4167, -1.5229], [0.2647, 0.3532, -2.3369], [1.3581, -0.2652, -3.0169], [2.6302, -0.5210, -2.5511], [3.2455, 0.3034, -1.7890], [3.4506, -1.5930, -3.2337], [4.7237, -1.8225, -2.7852], [5.3936, -2.9598, -3.4552], [4.4744, -3.6427, -4.2394], [2.9790, -2.8948, -4.3999], [-1.1496, 0.1608, -0.4226], [-0.9538, 1.7034, 0.3309], [-0.9444, 3.5570, 4.0667], [0.0178, 2.2469, 3.3102], [-0.8711, 3.6465, 2.3216], [-1.8732, 0.2748, 4.2986], [-2.3724, 1.6451, 5.1186], [-3.4742, 0.8066, 4.1547], [-3.7494, 3.5806, 3.2188], [-4.2664, 2.0657, 2.5381], [-3.2703, 3.2645, 1.6164], [-2.6948, -0.8396, 2.2742], [-1.6713, -3.4989, -1.4047], [0.3990, 1.3680, -1.9951], [1.1657, -0.6799, -3.9347], [5.2467, -1.2657, -2.0518], [6.3831, -3.1258, -3.2110], [4.6626, -4.4295, -4.9829]], "mulliken_charge": [-1.357, 1.781, -2.026, -1.550, 0.037, -0.293, -0.203, -0.711, -0.218, -0.519, 0.895, -0.396, -0.070, 0.662, -0.645, -0.007, -0.319, -0.614, -0.313, -0.120, 0.197, -0.418, 0.478, 0.323, 0.318, 0.510, 0.437, 0.429, 0.396, 0.390, 0.357, 0.418, 0.312, 0.312, 0.256, 0.460, 0.446, 0.364]}

=====

Record 5
{"formula": "CF2O2S", "method": "wB97M-V/def2-TZVPD", "largest_force_ev_per_a": 3.28, "energy_ha": -786.465010, "mol_weight_g_mol": 114.1, "e_above_lowest_kj_mol": 60.3, "species": ["C", "O", "O", "F", "F", "S"], "coordinates": [[0.8542, -0.0818, 0.2098], [1.7536, -0.6687, 0.6923], [-1.5740, 1.1328, 0.3463], [1.0379, 0.6773, -0.7858], [-1.0711, -0.8847, -0.9829], [-1.0006, -0.1749, 0.5202]], "mulliken_charge": [0.646, -0.400, -0.430, -0.157, -0.266, 0.607]}

=====

Record 6
{"formula": "C4H6N3O3", "method": "wB97M-V/def2-TZVPD", "charge": -1, "largest_force_ev_per_a": 3.82, "energy_ha": -545.925938, "mol_weight_g_mol": 144.1, "smiles": "C[C@H]1COC(N=[N+]([O-])[O-])=N1", "e_above_lowest_kj_mol": 269.6, "species": ["C", "C", "C", "O", "C", "N", "N", "O", "O", "N", "H", "H", "H", "H", "H", "H"], "coordinates": [[-0.5922, 0.8850, -2.0094], [-0.5152, 0.8729, -0.4670], [-1.6325, -0.0878, 0.2000], [-0.9095, -0.9387, 1.0722], [0.4302, -0.7298, 0.8153], [1.2735, -1.5698, 1.4062], [2.4298, -1.1486, 1.7869], [2.6698, 0.0694, 1.9540], [3.2634, -2.0015, 2.1432], [0.7049, 0.1976, 0.0052], [-0.6758, -0.1821, -2.4627], [0.3173, 1.5306, -2.3496], [-1.5291, 1.2989, -2.2391], [-0.6294, 1.8183, 0.0142], [-2.3410, 0.5035, 0.6883], [-2.2643, -0.5179, -0.5577]], "mulliken_charge": [-1.201, 0.325, -0.587, -0.402, 0.560, -0.677, 1.043, -0.653, -0.713, -0.623, 0.246, 0.288, 0.399, 0.347, 0.349, 0.300]}